Computed, not measured: a structure of composition C18H31Cl2N4O4V at a distorted geometry, with ωB97M-V/def2-TZVPD.

## Properties
- 2S+1 = 3
- electronic energy (Eh) = -3088.9814
- net charge = 0
- LUMO level (alpha / beta) (eV) = 0.3 / 0.3
- HOMO level (alpha / beta) (hartree) = -0.27449 / -0.27610

Geometry as XYZ:
```
60
Properties=species:S:1:pos:R:3:mulliken_spin:R:1
O 1.4772 1.0340 -0.6457 -0.043
C 1.3946 1.4753 -1.8964 -0.005
C 1.3737 3.0127 -1.9930 -0.006
C 1.0473 3.7727 -0.8767 0.000
H 0.7783 3.2670 0.0449 0.003
C 1.0571 5.1730 -0.9576 -0.002
H 0.7934 5.7225 -0.0647 0.000
C 1.4100 5.7934 -2.1464 0.001
H 1.4312 6.8912 -2.1892 0.000
C 1.7535 5.0307 -3.2623 -0.001
H 2.0419 5.5103 -4.1868 0.000
C 1.7429 3.6276 -3.1938 0.002
H 2.0006 3.0024 -4.0467 0.000
H 2.2402 1.1406 -2.5396 0.001
C 0.4383 -0.4724 -3.5417 -0.022
C 0.0521 0.7686 -2.7695 0.029
H -0.0069 -0.4917 -4.5581 -0.001
H 0.0633 -1.3830 -3.0224 0.006
H 1.5296 -0.5414 -3.6626 0.000
C -0.9561 1.5983 -3.0988 -0.012
C -2.0378 1.3026 -4.0792 0.002
H -1.0393 2.5601 -2.5663 -0.003
H -2.0573 2.0077 -4.9275 -0.001
H -3.0327 1.3892 -3.6192 -0.001
H -1.9681 0.2976 -4.5345 0.000
V -0.4581 -0.0951 -0.3868 2.036
Cl -1.4918 1.7596 0.4383 0.028
Cl -2.1235 -1.0359 -1.6938 -0.013
C -2.6846 -1.1945 1.3971 0.003
O -1.4709 -1.3709 1.1260 -0.006
N -3.4255 -1.9970 2.1968 0.001
C -2.9039 -3.2444 2.7321 0.000
C -4.8429 -1.7275 2.4459 -0.001
H -3.2128 -0.3404 0.9567 0.003
H -1.8414 -3.2913 2.5424 0.000
H -3.4153 -4.1060 2.2717 0.000
H -3.1007 -3.2757 3.8152 0.000
H -5.0687 -0.7147 2.1195 0.000
H -5.0571 -1.8216 3.5182 0.000
H -5.4908 -2.4308 1.9072 0.000
H 1.7947 -4.9040 -0.8045 0.000
H 4.3396 -3.8965 -0.4729 0.000
C 1.7725 -4.1071 -1.5589 0.002
C 4.0033 -3.0934 -1.1386 -0.001
N 2.5488 -2.9640 -1.1023 0.008
H 0.7352 -3.7926 -1.7284 0.001
C 1.9475 -1.8870 -0.5760 0.011
O 0.6820 -1.7602 -0.6292 -0.021
H 4.4526 -2.1443 -0.8217 0.000
H 2.5786 -1.1194 -0.1148 0.002
H 2.2147 -4.4888 -2.4806 0.000
H 4.3301 -3.3319 -2.1561 0.000
N 1.3832 -0.5144 3.7795 0.000
C 0.5122 0.0217 2.8633 0.001
N -0.6567 0.5113 3.3681 0.001
O 0.7801 -0.0237 1.6429 -0.004
H 1.2636 -0.2623 4.7784 0.000
H 2.3212 -0.6568 3.4784 0.000
H -1.2024 1.1012 2.7440 0.001
H -0.7075 0.7067 4.3644 0.001
```